1.
Density functional theory data (ωB97M-V/def2-TZVPD) for 2 unconnected molecules or ions with the total composition C6H10O.

As for the HOMO energy: -8.1 eV. The calculation puts the molar mass at 98.145 g/mol. The frontier orbital gap is 8.99 eV. For the LUMO energy, the calculation gives 0.9 eV.

ORCA input file:
```
! wB97M-V def2-TZVPD RIJCOSX def2/J DEFGRID3
* xyz 0 1
C 0.8909 0.5516 -0.2526
C -0.4216 1.3040 -0.2951
O -1.3306 0.8343 0.5096
C -1.1147 -0.2802 1.4312
C -0.8702 -1.5883 0.7347
C -0.1120 -1.7827 -0.3441
C 0.7024 -0.7436 -1.0629
H 1.2436 0.3043 0.7610
H 1.6514 1.1731 -0.7340
H 0.8220 4.0362 -1.0639
H 0.4557 3.4206 -0.8639
H -0.3072 -0.0133 2.1213
H -2.0416 -0.3153 2.0051
H -1.4053 -2.4367 1.1547
H -0.0770 -2.7884 -0.7621
H 0.2338 -0.5028 -2.0299
H 1.6805 -1.1729 -1.3092
*
```

=====

2.
Density functional theory data (ωB97M-V/def2-TZVPD) for C5H5N3 in the gas phase at a distorted geometry.

As for the HOMO energy: -8.6 eV. The calculation puts the molar mass at 107.116 g/mol. The frontier orbital gap is 8.18 eV. For the LUMO energy, the calculation gives -0.4 eV. The SMILES is C/N=C/N1C=C1C#N.

ORCA input file:
```
! wB97M-V def2-TZVPD RIJCOSX def2/J DEFGRID3
* xyz 0 1
C -2.3733 -1.0896 0.1458
N -0.9375 -0.9110 0.0128
C -0.4762 0.2462 0.1651
N 0.8131 0.7173 0.4161
C 1.5939 1.7247 -0.1406
C 2.2782 0.5978 -0.2174
C 3.1049 -0.5076 -0.2054
N 3.8809 -1.3372 -0.3158
H -2.8172 -0.0496 -0.0041
H -2.8314 -1.7329 -0.6658
H -2.4718 -1.3878 1.1534
H -1.2582 1.0002 -0.0413
H 1.4946 2.7294 -0.3027
*
```

=====

3.
Density functional theory data (ωB97M-V/def2-TZVPD) for a molecular structure, C39H71BrCsN5O4S2Si2Te at a distorted geometry.

As for the HOMO energy: -0.9 eV. The calculation puts the molar mass at 1134.743 g/mol. The frontier orbital gap is 4.47 eV. For the LUMO energy, the calculation gives 3.6 eV.

ORCA input file:
```
! wB97M-V def2-TZVPD RIJCOSX def2/J DEFGRID3
* xyz -2 1
Cs 0.1361 0.9527 -0.7884
C 3.9661 2.2114 -1.7787
N 2.6517 2.6292 -1.3459
C 2.0779 3.5810 -2.2732
C 2.6667 3.1936 0.0076
C 3.1430 2.2366 1.0832
C 4.4864 2.3233 1.4668
C 5.0090 1.4831 2.4396
C 4.1539 0.5725 3.0484
C 2.8130 0.5380 2.6793
C 2.2276 1.3404 1.6817
H 4.6570 3.0671 -1.9183
H 3.8905 1.6703 -2.7258
H 4.3936 1.5385 -1.0395
H 2.6762 4.5129 -2.3249
H 1.0651 3.8441 -1.9660
H 2.0473 3.1457 -3.2754
H 1.6399 3.4933 0.2174
H 3.2983 4.1085 0.0254
H 5.1391 3.0680 1.0099
H 6.0552 1.5424 2.7240
H 4.5383 -0.0979 3.8154
H 2.1701 -0.1646 3.2175
C 1.8077 -4.6904 -6.5254
C 2.9868 -3.8512 -6.0097
C 3.3925 -2.8376 -7.0926
C 4.1668 -4.7938 -5.7679
C 2.5806 -3.0971 -4.7443
C 1.4697 -2.2597 -4.7619
C 1.1033 -1.5729 -3.6271
Br -0.4725 -0.4692 -3.7057
C 1.7555 -1.6594 -2.3637
O 1.2787 -1.0758 -1.3368
C 2.9390 -2.4813 -2.3850
C 3.2889 -3.1638 -3.5416
C 3.7514 -2.6493 -1.0976
C 2.8919 -3.4014 -0.0715
C 5.0441 -3.4447 -1.3054
C 4.1459 -1.2773 -0.5272
H 2.0882 -5.2305 -7.4358
H 0.9470 -4.0614 -6.7528
H 1.5050 -5.4145 -5.7668
H 3.7179 -3.3441 -8.0081
H 4.2104 -2.2141 -6.7274
H 2.5543 -2.1842 -7.3378
H 4.3804 -5.3595 -6.6791
H 3.9441 -5.5047 -4.9701
H 5.0657 -4.2371 -5.4965
H 0.8667 -2.1425 -5.6547
H 4.1608 -3.8013 -3.4968
H 2.6645 -4.4081 -0.4345
H 1.9578 -2.8685 0.0893
H 3.4142 -3.4773 0.8873
H 4.8452 -4.4817 -1.5902
H 5.5978 -3.4577 -0.3635
H 5.6793 -2.9833 -2.0658
H 3.2692 -0.6507 -0.3803
H 4.8260 -0.7690 -1.2169
H 4.6427 -1.3886 0.4403
C -3.1563 4.0898 0.0029
S -1.7745 3.4934 -0.9828
O -1.8442 4.2209 -2.2385
O -0.5783 3.7737 -0.2033
O -2.0151 2.0499 -1.1208
H -2.9055 5.0906 0.3486
H -3.2908 3.4017 0.8371
H -4.0369 4.1270 -0.6316
C -1.2353 6.0330 2.2916
N -0.5866 4.7838 2.6355
C 0.7678 4.5901 2.1138
C -1.3294 3.7159 2.8807
N -1.9777 2.7927 3.1350
H -0.6835 6.8606 2.7440
H -2.2574 6.0372 2.6641
H -1.2483 6.1864 1.2067
H 1.4326 5.3195 2.5812
H 0.7757 4.7143 1.0286
H 1.1076 3.5780 2.3372
C -4.3420 -0.4406 4.6441
Si -2.7219 -0.1713 5.5596
C -2.6764 1.5860 6.2414
C -2.8406 -1.3157 7.0813
C -1.1775 -0.5962 4.6015
Te -0.7743 0.2100 2.5904
C 0.1244 -1.6683 1.9959
Si -1.1472 -2.8992 1.3883
C -1.9220 -2.3368 -0.2290
C -2.5189 -3.2239 2.6535
C -0.3852 -4.6120 1.0615
H -5.1558 0.1203 5.1108
H -4.6260 -1.4953 4.6380
H -4.2611 -0.1066 3.6082
H -3.5618 1.8072 6.8429
H -2.6398 2.2890 5.4085
H -1.7894 1.7582 6.8568
H -3.7517 -1.1046 7.6489
H -1.9912 -1.2006 7.7600
H -2.8806 -2.3641 6.7730
H -1.1312 -1.6743 4.4435
H -0.3052 -0.3203 5.1986
H 0.7393 -2.0623 2.8073
H 0.7958 -1.4032 1.1744
H -2.4707 -1.4002 -0.0955
H -2.6130 -3.0804 -0.6340
H -1.1337 -2.1693 -0.9663
H -3.0935 -2.3124 2.8321
H -2.1184 -3.5660 3.6124
H -3.2035 -3.9933 2.2875
H 0.1760 -4.6085 0.1245
H -1.1639 -5.3759 0.9841
H 0.3047 -4.9153 1.8541
C -7.9536 1.5005 0.3330
N -6.8824 1.4953 -0.6230
C -6.8928 2.4260 -1.7354
C -5.4470 2.3831 -2.2483
N -4.7680 1.5905 -1.2429
C -5.5870 1.1429 -0.2833
S -5.1553 0.2741 1.0572
H -8.8652 1.0815 -0.1016
H -8.1686 2.5165 0.6897
H -7.6390 0.8902 1.1778
H -7.1796 3.4317 -1.3993
H -7.6073 2.1097 -2.4999
H -5.0094 3.3787 -2.3413
H -5.3802 1.9058 -3.2292
H -3.7414 1.5749 -1.1981
*
```

=====

4.
Density functional theory data (ωB97M-V/def2-TZVPD) for C18H21NO5S in the gas phase.

As for the HOMO energy: -8.8 eV. The calculation puts the molar mass at 363.435 g/mol. The frontier orbital gap is 9.36 eV. For the LUMO energy, the calculation gives 0.6 eV. The SMILES is CCOc1ccccc1C(=O)N(Cc1ccco1)[C@@H]1CCS(=O)(=O)C1.

ORCA input file:
```
! wB97M-V def2-TZVPD RIJCOSX def2/J DEFGRID3
* xyz 0 1
C 1.0110 2.9762 -1.6595
C 1.8302 3.0626 -0.3759
O 2.9031 2.1353 -0.3737
C 2.8772 0.9796 0.3375
C 4.1425 0.4050 0.5122
C 4.3120 -0.7712 1.2061
C 3.2140 -1.4098 1.7623
C 1.9602 -0.8679 1.5803
C 1.7659 0.3097 0.8563
C 0.3282 0.7261 0.7749
O -0.1887 1.4532 1.6042
N -0.3895 0.1612 -0.2348
C 0.1940 -0.7427 -1.2157
C 0.0220 -2.1841 -0.8482
C -1.0747 -2.9969 -0.7972
C -0.6122 -4.2541 -0.3365
C 0.7265 -4.1116 -0.1455
O 1.1185 -2.8657 -0.4516
C -1.8420 0.2595 -0.2282
C -2.3651 1.7003 -0.3676
C -3.8802 1.6249 -0.3318
S -4.2264 0.1143 0.6478
O -4.9922 0.4106 1.8235
O -4.7381 -0.8976 -0.2384
C -2.4962 -0.2966 1.0249
H 0.5123 2.0147 -1.7387
H 0.2641 3.7653 -1.6652
H 1.6641 3.1011 -2.5199
H 1.2011 2.9428 0.5070
H 2.3111 4.0458 -0.3228
H 4.9839 0.9276 0.0850
H 5.3017 -1.1850 1.3256
H 3.3341 -2.3210 2.3268
H 1.0937 -1.3552 2.0047
H 1.2634 -0.5392 -1.2975
H -0.2807 -0.5448 -2.1828
H -2.0842 -2.7496 -1.0574
H -1.2002 -5.1337 -0.1759
H 1.4818 -4.7952 0.1867
H -2.2078 -0.3238 -1.0791
H -1.9863 2.2868 0.4695
H -2.0071 2.1488 -1.2953
H -4.3480 2.4697 0.1605
H -4.3211 1.4637 -1.3111
H -2.3917 -1.3705 1.1339
H -2.1840 0.2312 1.9204
*
```

=====

- Number 4 is which compound?
  C18H21NO5S